12
Properties=species:S:1:pos:R:3:forces:R:3:lowdin_charge:R:1 method="wB97M-V/def2-TZVPD" total_energy_ev=-75654.8474 e_above_lowest_ev=1.746 homo_ev=-14.458 smiles=N[C@@H]([NH3+])NBr charge=+1 molar_mass_g_mol=140.99
Br 2.30684 1.78841 0.03655 -1.56 -0.88 -0.61 0.6582
N 0.70259 0.98642 -0.83883 -0.17 0.67 1.79 -0.3363
N -1.61500 -0.11412 -0.41348 2.64 0.73 -0.81 0.0733
N 0.35291 -0.90991 0.80318 1.74 1.40 -0.58 0.2081
C -0.21404 0.39268 0.11075 -1.26 0.04 -1.02 -0.4245
H -0.33630 1.07549 0.94417 -0.31 0.06 -0.02 0.1278
H -1.35474 -0.60704 -1.27245 0.08 -0.80 0.23 0.0704
H 1.08632 0.27334 -1.40856 0.60 -0.67 -1.07 0.0257
H -2.21384 0.56915 -0.93096 0.81 0.46 1.46 0.1123
H 1.11638 -0.64154 1.50346 -0.78 -0.64 -1.56 0.1761
H -0.43489 -1.13183 1.33886 -1.63 -1.35 1.12 0.1153
H 0.60378 -1.68105 0.12730 -0.17 0.97 1.09 0.1934